{
  "formula": "C20H42N3S",
  "method": "ωB97M-V with the def2-TZVPD basis set",
  "spin_multiplicity": 1,
  "homo_lumo_gap_ha": 0.3138,
  "charge": 1,
  "homo_ev": -12.42,
  "max_force_ha_per_bohr": 0.070,
  "e_tot_ev": -36717.8988,
  "smiles": "CCCCCCCCCCCCCCN1CCN/C1=[NH+]/CSCC",
  "elements": ["C", "C", "C", "C", "C", "C", "C", "C", "C", "C", "C", "C", "C", "C", "N", "C", "C", "N", "C", "N", "C", "S", "C", "C", "H", "H", "H", "H", "H", "H", "H", "H", "H", "H", "H", "H", "H", "H", "H", "H", "H", "H", "H", "H", "H", "H", "H", "H", "H", "H", "H", "H", "H", "H", "H", "H", "H", "H", "H", "H", "H", "H", "H", "H", "H", "H"],
  "xyz": [[-4.4971, -0.3799, 4.3130], [-3.8197, -1.4045, 3.3308], [-4.6164, -1.6747, 2.0110], [-4.9133, -0.4050, 1.1371], [-3.8558, 0.7419, 1.2414], [-2.5583, 0.5232, 0.3918], [-1.6403, 1.8027, 0.6068], [-1.8953, 2.9368, -0.4486], [-1.6872, 2.5087, -1.9529], [-0.4680, 3.3067, -2.5800], [0.4543, 2.3195, -3.4122], [1.8519, 2.1467, -2.6871], [2.0263, 0.6448, -2.2019], [1.5798, 0.4251, -0.7131], [2.3683, -0.5899, 0.0099], [1.9266, -0.9049, 1.3845], [2.5039, 0.4145, 2.1148], [3.6082, 0.9134, 1.2406], [3.7224, -0.1539, 0.2849], [4.7827, -0.6647, -0.2367], [4.7896, -1.8121, -1.1788], [5.0852, -1.3644, -2.9291], [3.6069, -1.7846, -3.9367], [2.5562, -2.7096, -3.2345], [-4.8677, -0.8203, 5.2581], [-5.2646, 0.2276, 3.7763], [-3.7049, 0.3599, 4.6043], [-3.7437, -2.3788, 3.8796], [-2.7730, -1.1246, 3.0676], [-4.0775, -2.4485, 1.4200], [-5.5954, -2.1350, 2.3027], [-4.9270, -0.7480, 0.0693], [-5.9316, 0.0088, 1.3214], [-3.5421, 1.0024, 2.2744], [-4.3470, 1.6640, 0.8308], [-2.0191, -0.4104, 0.7050], [-2.7774, 0.3754, -0.6958], [-1.9291, 2.2321, 1.6011], [-0.5640, 1.5230, 0.7132], [-2.9623, 3.2479, -0.3403], [-1.2728, 3.8122, -0.1432], [-2.5980, 2.8415, -2.5083], [-1.6015, 1.4123, -2.1104], [0.1091, 3.8025, -1.7727], [-0.7966, 4.0992, -3.2957], [-0.0267, 1.3234, -3.5532], [0.6788, 2.6949, -4.4401], [2.0456, 2.8811, -1.8779], [2.6512, 2.2843, -3.4595], [3.1194, 0.4263, -2.2583], [1.4763, -0.0478, -2.8766], [1.5412, 1.4217, -0.2112], [0.5223, 0.0595, -0.7443], [0.8299, -1.0413, 1.3579], [2.4818, -1.7457, 1.8653], [2.7582, 0.3097, 3.1938], [1.5888, 1.0594, 2.1755], [3.3290, 1.8242, 0.8874], [5.6632, -0.2280, 0.0396], [3.8738, -2.4064, -0.9874], [5.6478, -2.4551, -0.8661], [3.9690, -2.3373, -4.8376], [3.0678, -0.8913, -4.3372], [3.0697, -3.5135, -2.6493], [1.8831, -2.1653, -2.5287], [1.9223, -3.2297, -3.9840]],
  "atomic_forces_ev_per_a": [[1.1, 0.8, -0.6], [-0.4, -0.7, 0.2], [-0.4, 0.1, 0.6], [0.4, -0.2, -0.3], [-0.2, 0.1, -1.0], [0.4, 0.4, 0.4], [-0.6, -0.2, 0.2], [-0.4, -0.9, 0.3], [0.0, 1.9, 0.1], [-0.2, -1.2, -1.1], [0.8, 1.0, 0.6], [0.0, -1.7, -1.2], [0.8, 0.8, 0.8], [-1.2, 0.3, -1.0], [1.8, -2.2, -0.4], [1.2, 1.4, 0.5], [-2.6, 0.0, 1.0], [0.6, -1.6, 1.0], [-2.9, 2.0, -0.5], [-0.6, 0.7, 0.4], [0.2, -1.1, 0.0], [0.0, 0.0, 0.1], [-1.5, -0.8, -0.4], [0.3, -0.2, 0.4], [-0.1, 0.1, -0.8], [0.3, -0.6, 0.6], [-0.7, -0.5, 0.0], [0.1, 0.7, -0.6], [-0.7, 0.0, 0.3], [-0.3, 0.5, 0.3], [0.7, 0.3, -0.3], [-0.1, 0.4, 0.8], [0.7, -0.3, 0.1], [-0.4, -0.4, -0.5], [0.4, -0.6, 0.4], [-0.4, 0.7, 0.0], [-0.1, 0.2, 0.9], [0.4, -0.3, -0.7], [-0.7, 0.3, -0.4], [0.8, -0.2, 0.1], [-0.4, -0.6, -0.5], [0.6, -0.5, 0.4], [0.1, 0.7, 0.3], [-0.2, -0.3, -0.6], [-0.1, -0.5, 0.8], [0.3, 0.8, 0.2], [-0.4, -0.1, 0.8], [-0.3, -0.5, -0.4], [-0.6, 0.1, 0.7], [-0.7, -0.1, -0.1], [0.5, 0.5, 0.5], [0.2, -0.6, -0.1], [0.8, 0.2, 0.3], [0.7, 0.2, 0.5], [-0.7, 0.1, -1.0], [0.5, -0.3, -1.0], [1.2, 0.3, -0.5], [0.6, -0.2, -0.5], [-0.1, -0.2, -0.1], [0.4, 0.6, -0.4], [-0.6, 0.7, -0.2], [0.2, 0.5, 0.9], [0.7, -0.4, 0.6], [-0.4, 0.5, -0.5], [0.6, -0.3, -0.6], [0.4, 0.5, 0.4]]
}

{
  "formula": "C20H43AlBCl26N2O2",
  "method": "ωB97M-V with the def2-TZVPD basis set",
  "spin_multiplicity": 1,
  "homo_lumo_gap_ha": 0.2342,
  "charge": -1,
  "homo_ev": -4.60,
  "max_force_ha_per_bohr": 0.030,
  "e_tot_ev": -361372.8050,
  "elements": ["C", "C", "Al", "N", "N", "C", "C", "C", "C", "B", "O", "O", "C", "H", "H", "H", "H", "H", "H", "H", "H", "H", "H", "H", "H", "H", "H", "H", "H", "H", "C", "Cl", "Cl", "H", "H", "C", "Cl", "Cl", "H", "H", "C", "Cl", "Cl", "H", "H", "C", "Cl", "Cl", "H", "H", "C", "Cl", "Cl", "H", "H", "C", "Cl", "Cl", "H", "H", "C", "Cl", "Cl", "H", "H", "C", "Cl", "Cl", "H", "H", "C", "Cl", "Cl", "H", "H", "C", "Cl", "Cl", "H", "H", "C", "Cl", "Cl", "H", "H", "C", "Cl", "Cl", "H", "H", "C", "Cl", "Cl", "H", "H"],
  "xyz": [[1.5086, 1.0481, 4.0642], [0.6047, 0.9259, 3.2595], [-0.8735, 0.7320, 1.9163], [-0.1646, 0.2835, 0.2390], [-2.0599, -0.6192, 2.4262], [-3.2469, -0.1854, 3.2036], [-4.3282, 0.1748, 2.1872], [-5.4421, 1.1529, 2.6172], [-5.2654, 1.8603, 3.9620], [-1.7791, 2.7052, 1.8055], [-2.8637, 3.0182, 1.0121], [-1.2892, 3.8302, 2.5320], [-1.5452, 3.7949, 3.9227], [2.2291, 1.2823, 4.8090], [0.5972, 0.8869, -0.0568], [-0.8878, 0.3284, -0.4719], [-1.5266, -1.2659, 2.9992], [-2.9572, 0.6506, 3.8503], [-3.5330, -1.0473, 3.8015], [-4.8028, -0.7682, 1.9093], [-3.8244, 0.5110, 1.2856], [-6.4163, 0.6635, 2.5998], [-5.5036, 1.9324, 1.8546], [-4.6343, 2.7426, 3.8713], [-6.2363, 2.2253, 4.3057], [-4.8834, 1.2069, 4.7416], [-3.1278, 3.9334, 1.1830], [-2.4243, 4.3924, 4.1771], [-1.6767, 2.7747, 4.2893], [-0.6896, 4.2178, 4.4501], [-3.5596, -4.1012, 4.3188], [-2.2332, -3.1116, 4.9469], [-4.1011, -3.5695, 2.7249], [-3.2075, -5.1223, 4.2367], [-4.3917, -4.0357, 5.0093], [-0.9546, 6.6556, 0.9545], [0.7618, 7.0633, 1.0759], [-1.6634, 7.2273, -0.5700], [-1.0634, 5.5794, 1.0152], [-1.4772, 7.1324, 1.7745], [0.0165, -2.2396, -1.9220], [1.4449, -2.7953, -2.8286], [-1.1441, -3.5526, -1.6534], [0.3420, -1.8472, -0.9598], [-0.4912, -1.4774, -2.4968], [-2.7183, -2.0887, -4.7860], [-2.5102, -1.9716, -6.5447], [-2.2128, -0.6245, -3.9416], [-3.7692, -2.2500, -4.5768], [-2.1189, -2.9151, -4.4216], [2.8760, -1.9159, 1.7237], [2.8078, -1.9976, -0.0425], [1.2958, -2.2538, 2.4255], [3.5930, -2.6433, 2.0854], [3.1655, -0.9091, 2.0089], [-3.3390, 9.6095, -3.3177], [-2.9562, 10.7700, -4.6002], [-2.5357, 8.0577, -3.5443], [-3.0108, 10.0259, -2.3729], [-4.4095, 9.4461, -3.3178], [4.6488, 2.5560, 1.0912], [3.1393, 2.0636, 1.8601], [4.5084, 2.7399, -0.6708], [4.9538, 3.5119, 1.5002], [5.3993, 1.7986, 1.2847], [-1.6168, 1.5260, -6.8165], [0.0636, 1.9818, -7.1241], [-2.6979, 2.0395, -8.1246], [-1.6740, 0.4477, -6.7372], [-1.9397, 2.0025, -5.8994], [3.3234, -3.9685, -5.8248], [4.7697, -4.0977, -4.8172], [2.8246, -5.5336, -6.4904], [2.5118, -3.5813, -5.2224], [3.5446, -3.3049, -6.6515], [6.6119, -4.2803, 1.2819], [6.2809, -3.6372, 2.8961], [6.4482, -3.0537, 0.0216], [7.6252, -4.6631, 1.2669], [5.9020, -5.0650, 1.0753], [-5.7512, 0.5181, -2.3757], [-4.2437, 0.4634, -1.4791], [-6.2843, -1.0926, -2.9098], [-6.5217, 0.9342, -1.7382], [-5.6091, 1.1282, -3.2599], [9.0895, -3.4271, -4.0473], [7.6469, -4.2280, -3.4255], [8.9443, -3.0018, -5.7590], [9.2440, -2.5165, -3.4815], [9.9311, -4.0993, -3.9346], [6.6445, -7.7142, 3.9843], [8.0143, -6.6932, 4.4352], [5.8403, -7.1591, 2.5112], [7.0113, -8.7181, 3.8109], [5.9216, -7.6987, 4.7904]],
  "atomic_forces_ev_per_a": [[-0.5, 0.2, 0.1], [0.2, -0.1, 0.0], [0.0, -0.2, -0.5], [0.2, 0.0, 0.3], [0.1, 0.3, 0.3], [1.2, -0.3, -1.0], [-0.4, -0.3, 0.4], [0.2, 0.3, -0.2], [-0.5, 0.1, 0.0], [-0.1, -0.1, 0.4], [0.0, 0.1, -0.2], [-0.5, 0.1, -0.1], [0.6, 0.1, 0.1], [0.2, -0.1, 0.0], [0.0, 0.0, -0.2], [0.0, 0.1, -0.1], [-0.1, -0.2, -0.1], [-0.5, 0.1, 0.2], [-0.4, 0.3, 0.4], [0.0, -0.1, -0.2], [0.0, 0.3, 0.1], [0.0, -0.2, 0.1], [-0.1, 0.0, -0.1], [0.3, -0.1, 0.1], [-0.1, 0.1, 0.0], [0.1, 0.0, 0.0], [0.0, 0.1, -0.1], [-0.2, -0.1, 0.0], [-0.1, -0.1, 0.0], [0.1, 0.0, 0.0], [0.0, 0.0, 0.0], [0.0, -0.1, 0.1], [0.0, -0.1, 0.0], [0.0, 0.0, 0.0], [0.0, 0.1, 0.0], [0.0, -0.1, 0.0], [0.0, 0.0, 0.0], [0.0, 0.0, 0.2], [0.1, 0.0, 0.0], [0.0, 0.1, 0.0], [0.0, 0.0, 0.3], [-0.1, 0.0, -0.1], [0.0, 0.0, 0.0], [-0.1, 0.0, 0.0], [0.2, -0.1, 0.0], [0.0, -0.1, 0.1], [0.0, -0.1, 0.0], [-0.1, 0.1, -0.3], [0.0, 0.0, 0.0], [0.0, 0.0, 0.0], [-0.1, 0.2, 0.1], [0.3, 0.0, 0.1], [0.0, -0.3, 0.1], [0.0, -0.1, -0.1], [-0.1, 0.0, 0.0], [0.0, 0.0, 0.1], [0.0, 0.0, 0.0], [0.0, 0.0, -0.2], [0.0, 0.0, 0.0], [0.0, 0.0, 0.0], [0.0, 0.0, 0.0], [0.3, 0.1, -0.2], [0.0, 0.0, 0.0], [0.0, 0.0, 0.0], [0.0, 0.0, 0.0], [0.0, 0.0, 0.0], [0.0, 0.0, 0.0], [0.0, 0.0, 0.0], [0.0, 0.1, 0.0], [0.0, 0.0, 0.0], [0.0, 0.0, 0.0], [-0.2, 0.0, -0.1], [0.0, 0.0, 0.0], [0.0, 0.0, 0.0], [0.0, 0.0, 0.0], [0.1, 0.2, -0.1], [0.0, 0.1, 0.0], [0.0, 0.0, 0.0], [0.0, 0.0, 0.0], [-0.1, 0.0, 0.0], [0.1, 0.1, 0.0], [-0.1, 0.1, 0.2], [0.0, 0.0, 0.0], [0.0, -0.1, 0.0], [0.0, 0.0, 0.0], [0.0, 0.0, 0.1], [0.1, 0.0, 0.1], [0.0, 0.0, 0.0], [0.0, 0.0, 0.0], [0.0, 0.0, 0.0], [0.0, -0.1, 0.0], [0.0, 0.0, 0.0], [0.0, -0.3, 0.1], [0.0, 0.0, 0.0], [0.0, 0.1, 0.0]]
}

{
  "formula": "C20H43B3O17S5",
  "method": "ωB97M-V with the def2-TZVPD basis set",
  "spin_multiplicity": 1,
  "homo_lumo_gap_ha": 0.3139,
  "homo_ev": -8.59,
  "max_force_ha_per_bohr": 0.097,
  "e_tot_ev": -112449.2962,
  "smiles": "O=[SH](=O)CB1OBOB(Cc2ccccc2)O1.CCOS(C)(=O)=O.CCOS(C)(=O)=O.CCOS(C)(=O)=O.CCOS(C)(=O)=O",
  "elements": ["O", "S", "O", "C", "B", "O", "B", "O", "B", "C", "C", "C", "C", "C", "C", "C", "O", "H", "H", "H", "H", "H", "H", "H", "H", "H", "H", "H", "C", "C", "O", "S", "C", "O", "O", "H", "H", "H", "H", "H", "H", "H", "H", "C", "C", "O", "S", "C", "O", "O", "H", "H", "H", "H", "H", "H", "H", "H", "C", "C", "O", "S", "C", "O", "O", "H", "H", "H", "H", "H", "H", "H", "H", "C", "C", "O", "S", "C", "O", "O", "H", "H", "H", "H", "H", "H", "H", "H"],
  "xyz": [[0.0913, 0.7469, 4.8099], [0.6443, 0.1307, 3.5499], [-0.4623, -0.6715, 2.8706], [1.3036, 1.3792, 2.3560], [0.5946, 2.8319, 2.7042], [0.9399, 3.5626, 3.9188], [-0.3564, 4.0725, 4.3763], [-1.1053, 4.9252, 3.4763], [-1.3899, 4.1181, 2.2954], [-2.8363, 4.1057, 1.5664], [-3.7910, 2.9103, 2.0201], [-5.1080, 3.3140, 2.7817], [-6.1515, 2.2453, 3.2470], [-5.8882, 0.7325, 2.9455], [-4.5747, 0.3085, 2.1975], [-3.5457, 1.4022, 1.7415], [-0.3355, 3.3180, 1.7089], [1.6559, -0.7810, 3.8648], [0.9582, 1.0401, 1.3055], [2.4376, 1.5080, 2.3627], [-0.8476, 3.7916, 5.4080], [-2.6916, 3.9950, 0.4225], [-3.3736, 5.0945, 1.7888], [-5.3744, 4.4081, 3.0213], [-7.1203, 2.5790, 3.7716], [-6.6298, -0.0961, 3.2355], [-4.3733, -0.7826, 1.9506], [-2.5984, 1.0967, 1.1837], [3.8981, -5.2620, 0.9402], [2.6532, -5.3232, 0.0750], [1.5726, -4.5949, 0.6563], [1.5762, -2.9813, 0.5386], [-0.0990, -2.7168, 1.0380], [1.7120, -2.6142, -0.8482], [2.4454, -2.4442, 1.5563], [4.3079, -4.2498, 0.9678], [4.6711, -5.9287, 0.5515], [3.6679, -5.5455, 1.9701], [2.8582, -4.9681, -0.9392], [2.3255, -6.3625, -0.0073], [-0.7639, -3.1665, 0.3006], [-0.2663, -1.6438, 1.0893], [-0.2487, -3.1637, 2.0201], [-5.3613, -4.3972, 7.7201], [-5.6244, -2.9266, 7.4549], [-4.5439, -2.3182, 6.7502], [-4.4132, -2.5832, 5.1587], [-3.2248, -1.3164, 4.8190], [-5.6585, -2.2351, 4.5233], [-3.7881, -3.8640, 4.9537], [-5.3584, -4.9696, 6.7898], [-6.1318, -4.8156, 8.3717], [-4.3839, -4.5372, 8.1885], [-6.5664, -2.7836, 6.9176], [-5.7146, -2.4015, 8.4093], [-3.6747, -0.3456, 5.0236], [-2.9487, -1.3877, 3.7678], [-2.3475, -1.4783, 5.4453], [1.2240, -2.8810, -3.9691], [1.7776, -1.4694, -3.9904], [1.8807, -0.9642, -5.3220], [0.5355, -0.4486, -6.0585], [1.3272, 0.3838, -7.4063], [-0.1088, 0.5325, -5.2246], [-0.1726, -1.5878, -6.5797], [0.1797, -2.8985, -4.2897], [1.2750, -3.2990, -2.9630], [1.7822, -3.5266, -4.6522], [1.1776, -0.7998, -3.3676], [2.7888, -1.4757, -3.5755], [1.9093, 1.2169, -7.0140], [0.5502, 0.7507, -8.0765], [1.9674, -0.3250, -7.9312], [4.6602, 2.3430, -5.3080], [4.4162, 3.8182, -5.5653], [5.5178, 4.4230, -6.2403], [5.6806, 4.1701, -7.8304], [6.8878, 5.4298, -8.1319], [4.4542, 4.5356, -8.4896], [6.2991, 2.8867, -8.0332], [4.6789, 1.7791, -6.2435], [3.8714, 1.9252, -4.6777], [5.6254, 2.1894, -4.8192], [3.4877, 3.9745, -6.1223], [4.3090, 4.3354, -4.6085], [6.4416, 6.4024, -7.9281], [7.1860, 5.3645, -9.1779], [7.7491, 5.2540, -7.4875]],
  "atomic_forces_ev_per_a": [[2.4, -0.8, -2.8], [-4.8, -0.9, 1.2], [3.3, 2.2, 1.2], [-0.1, 0.4, -0.8], [0.4, 0.9, -0.2], [-3.5, -1.1, -1.8], [1.1, 1.4, -1.6], [0.4, -3.6, -0.6], [0.3, 0.9, -0.3], [-0.5, -0.3, -0.5], [-2.9, -2.0, 1.6], [0.0, -3.5, -0.3], [3.2, -1.2, -2.0], [2.6, 2.2, -1.2], [-0.8, 4.2, 0.6], [-2.8, 1.0, 1.7], [0.1, -0.1, 3.4], [-0.4, 0.9, -0.4], [0.6, 0.3, 1.8], [-1.4, -0.5, 0.3], [0.3, 0.0, 0.3], [-0.2, 0.3, 1.8], [0.7, -1.5, -0.4], [0.7, -1.9, -0.6], [1.8, -0.6, -0.9], [1.3, 1.6, -0.4], [-0.4, 1.7, 0.4], [-1.5, 0.4, 0.9], [0.2, 0.3, 0.1], [0.9, -0.5, -0.2], [-0.4, 0.9, 0.0], [-1.0, -0.7, 0.4], [0.0, -0.4, -0.4], [0.5, 0.0, 0.6], [0.0, 0.1, -0.6], [0.0, -0.1, 0.0], [-0.1, 0.0, 0.0], [0.0, -0.1, -0.1], [-0.1, 0.1, 0.1], [-0.3, 0.2, 0.1], [0.2, -0.1, 0.0], [0.1, -0.2, 0.0], [0.1, 0.1, -0.1], [0.1, -0.2, -0.2], [-0.6, -0.6, 0.5], [0.3, 0.2, -0.8], [0.6, 0.6, 0.4], [0.0, 0.0, 0.3], [0.3, -0.6, 0.2], [-0.6, 0.4, -0.1], [0.0, 0.0, 0.1], [0.0, 0.1, 0.0], [-0.1, 0.1, 0.0], [0.2, 0.1, -0.1], [0.2, 0.2, -0.2], [0.0, -0.1, -0.1], [0.0, -0.1, 0.1], [-0.1, 0.0, -0.1], [-0.3, -0.2, -0.2], [-0.1, -0.6, 0.9], [-0.4, 0.6, -0.8], [0.7, -0.1, -0.1], [0.2, 0.0, 0.0], [0.0, -0.6, -0.2], [0.0, 0.6, 0.4], [0.1, 0.0, 0.0], [0.1, 0.1, -0.1], [0.0, 0.1, 0.1], [0.0, 0.0, -0.2], [0.0, 0.2, -0.3], [-0.1, -0.1, 0.0], [0.0, -0.1, 0.1], [-0.1, 0.0, 0.1], [0.1, -0.2, -0.2], [-0.7, -0.6, 0.5], [0.4, 0.3, -0.9], [0.3, 0.3, 0.4], [0.0, 0.1, 0.2], [0.4, -0.5, 0.3], [-0.6, 0.5, -0.1], [0.0, 0.0, 0.1], [0.0, 0.1, 0.0], [-0.1, 0.1, 0.0], [0.2, 0.1, -0.1], [0.2, 0.2, -0.2], [0.0, -0.1, 0.0], [-0.1, -0.1, 0.1], [-0.1, 0.0, 0.0]]
}

- What is the formula in the second record?
  C20H43AlBCl26N2O2